Entry 1:
{"formula": "C3H5Cl4NOS", "method": "ωB97M-V/def2-TZVPD", "mol_weight_g_mol": 244.958, "de_lowest_kj_mol": 170.61, "total_energy_ha": -2486.1555, "orbital_gap_ev": [7.494, 7.494], "elements": ["C", "C", "C", "N", "O", "S", "Cl", "Cl", "Cl", "Cl", "H", "H", "H", "H", "H"], "positions_angstrom": [[1.13301, -1.30489, -1.42981], [-1.14596, -1.96869, -0.77365], [-0.10885, 2.96049, 1.92452], [0.07460, -1.31954, -0.70818], [2.16190, -0.57012, -1.32514], [0.18034, 0.96496, 0.48287], [1.13092, -2.48634, -2.83896], [1.04106, 4.11534, 1.47021], [0.16764, 2.19630, 3.43888], [-1.66932, 3.40697, 1.39533], [-1.58880, -1.98251, -1.77391], [-1.88676, -1.45129, -0.20385], [-1.08311, -3.01723, -0.52050], [1.90376, 0.13994, -0.62573], [-0.31043, 0.31659, 1.48793]]}

Entry 2:
{"formula": "H12O6", "method": "ωB97M-V/def2-TZVPD", "mol_weight_g_mol": 108.090, "de_lowest_kj_mol": 204.00, "smiles": "O.O.O.O.O.O", "total_energy_ha": -458.5948, "orbital_gap_ev": 10.730, "elements": ["O", "H", "H", "O", "H", "H", "O", "H", "H", "O", "H", "H", "O", "H", "H", "O", "H", "H"], "positions_angstrom": [[0.14122, 0.09222, 2.80700], [0.31122, -0.19678, 3.75700], [-0.79078, -0.20878, 2.82400], [1.39022, 0.41622, -3.61200], [1.44322, 1.23022, -4.04300], [1.24222, 0.70622, -2.65100], [-2.09078, -0.71578, -1.16200], [-2.67978, -0.58878, -0.46900], [-2.26078, -1.33778, -1.82200], [1.43322, -1.49278, 1.12000], [2.33322, -1.00678, 1.08800], [0.90022, -0.97978, 1.67500], [0.75422, 0.25822, -0.66400], [0.05822, -0.19878, -1.05500], [1.10022, -0.34178, 0.04800], [-1.46978, 1.51422, 0.57100], [-0.73778, 1.41622, 0.09000], [-1.07778, 1.43422, 1.49800]]}

Entry 3:
{"formula": "CH3NO3", "method": "ωB97M-V/def2-TZVPD", "mol_weight_g_mol": 77.039, "de_lowest_kj_mol": 564.64, "total_energy_ha": -320.1276, "orbital_gap_ev": [8.276, 10.457], "elements": ["C", "N", "O", "O", "O", "H", "H", "H"], "positions_angstrom": [[0.06494, 0.32644, -0.33361], [0.24573, -0.42151, 0.95245], [-0.86470, 1.30962, 0.19679], [0.87168, -0.03552, 1.95551], [-0.41598, 2.54718, 0.30593], [1.01472, 0.68104, -0.75030], [-0.37467, -0.17592, -1.17591], [-0.37215, -1.21630, 1.01946]]}

Entry 4:
{"formula": "C6H8S", "method": "ωB97M-V/def2-TZVPD", "mol_weight_g_mol": 112.197, "de_lowest_kj_mol": 374.91, "smiles": "C[C@@H]1C#CCCS1", "total_energy_ha": -631.4484, "orbital_gap_ev": 9.625, "elements": ["C", "C", "C", "C", "C", "C", "S", "H", "H", "H", "H", "H", "H", "H", "H"], "positions_angstrom": [[2.21788, -0.35163, -0.01404], [1.10263, -0.23587, 1.03814], [-0.09503, -1.07608, 0.96979], [-1.26298, -1.22866, 0.75543], [-2.26695, -0.34204, 0.34458], [-1.36272, 0.87719, -0.25997], [0.12986, 1.34442, 0.67194], [2.05104, -1.18813, -0.63508], [3.24174, -0.56512, 0.56076], [2.24471, 0.64634, -0.69107], [1.51835, 0.06735, 2.02431], [-2.91272, -0.42036, -0.54353], [-2.86960, -0.03897, 1.21270], [-1.11573, 0.51552, -1.31093], [-2.16084, 1.60473, -0.25835]]}

Entry 5:
{"formula": "C5H14", "method": "ωB97M-V/def2-TZVPD", "mol_weight_g_mol": 74.167, "de_lowest_kj_mol": 61.69, "total_energy_ha": -198.4635, "orbital_gap_ev": [12.525, 4.452], "multiplicity": 2, "charge": 1, "elements": ["C", "C", "C", "H", "H", "H", "H", "H", "H", "H", "H", "C", "C", "H", "H", "H", "H", "H", "H"], "positions_angstrom": [[0.12164, -0.58780, -1.45496], [0.45704, 0.62324, -2.24309], [1.24468, -1.45419, -1.10295], [-0.48274, -0.34894, -0.53214], [-0.58810, -1.17213, -2.11610], [1.49397, 0.94034, -2.22982], [1.85011, -1.76193, -1.96468], [2.07046, -1.02711, -0.49262], [-0.24789, 1.44737, -2.03206], [0.25845, 0.55642, -3.33936], [0.95145, -2.27748, -0.44634], [-0.38997, 0.35416, 2.82177], [-1.35749, 0.87231, 1.71533], [0.58653, 0.10175, 2.41070], [-0.34213, 1.15389, 3.54728], [-0.76681, -0.60559, 3.13512], [-0.88047, 0.95945, 0.71811], [-2.29524, 0.31973, 1.75557], [-1.68348, 1.90651, 1.85025]]}

Entry 6:
{"formula": "C5H9N3", "method": "ωB97M-V/def2-TZVPD", "mol_weight_g_mol": 111.148, "de_lowest_kj_mol": 390.83, "smiles": "C=CN(/C=N/C)N=C", "total_energy_ha": -360.0484, "orbital_gap_ev": 9.005, "elements": ["C", "C", "N", "C", "N", "C", "N", "C", "H", "H", "H", "H", "H", "H", "H", "H", "H"], "positions_angstrom": [[-1.66933, 0.51130, -1.91670], [-0.70509, -0.46500, -1.67590], [0.43270, -0.52051, -0.79251], [0.20726, 0.01238, 0.53628], [-0.64567, 0.84374, 0.83403], [-0.89966, 1.17041, 2.21470], [1.48992, -1.44954, -1.13561], [2.60570, -1.18703, -0.43817], [-2.40252, 0.35390, -2.70135], [-1.88931, 1.36979, -1.17669], [-0.65466, -1.48171, -2.24917], [0.90559, -0.53663, 1.22991], [-0.07069, 0.63681, 2.84156], [-1.84856, 0.78291, 2.48224], [-0.96648, 2.27741, 2.29420], [3.41900, -1.91423, -0.62942], [2.69181, -0.40400, 0.28259]]}